(1)
{
  "formula": "C3H4N2O3",
  "method": "ωB97M-V with the def2-TZVPD basis set",
  "energy_ha": -451.97975,
  "homo_lumo_gap_ev": 10.036,
  "total_charge": 0,
  "elements": ["H", "N", "C", "C", "N", "O", "C", "O", "O", "H", "H", "H"],
  "positions_angstrom": [[-0.75530, -2.39858, -0.03307], [0.15728, -1.93291, -0.02650], [0.05343, -0.67804, -0.00812], [-1.32266, -0.01746, -0.00307], [-1.35712, 1.32077, -0.00586], [-2.30249, -0.73553, 0.00274], [1.31846, 0.13693, 0.00482], [1.35768, 1.34616, -0.02876], [2.39993, -0.61410, 0.05970], [-2.25225, 1.78306, -0.00709], [-0.50253, 1.85969, -0.01875], [3.20557, -0.07000, 0.06395]],
  "forces_ev_per_a": [[-0.2, 0.4, 0.0], [0.3, -0.1, 0.0], [-0.2, -0.4, 0.0], [-0.2, -0.1, 0.0], [-0.1, 0.4, 0.0], [0.0, 0.0, 0.0], [0.2, 0.4, 0.0], [0.0, 0.0, 0.0], [0.6, -0.5, 0.0], [0.0, -0.1, 0.0], [0.0, -0.1, 0.0], [-0.4, 0.1, 0.0]],
  "nbo_charge": [0.373, -0.464, 0.043, 0.606, -0.800, -0.608, 0.751, -0.606, -0.637, 0.406, 0.432, 0.504]
}

---

(2)
{
  "formula": "H4O2Si",
  "method": "ωB97M-V with the def2-TZVPD basis set",
  "energy_ha": -442.19498,
  "homo_lumo_gap_ev": [5.459, 6.475],
  "spin_multiplicity": 3,
  "total_charge": 0,
  "elements": ["O", "O", "Si", "H", "H", "H", "H"],
  "positions_angstrom": [[-0.61034, 1.13949, -0.78808], [0.27436, -0.85733, 1.26613], [0.28749, -0.17010, -0.29837], [-1.12931, 1.57669, -0.06397], [1.66296, -0.03731, -0.64334], [-0.07025, -1.30288, -1.18949], [-0.41490, -0.34856, 1.71711]],
  "forces_ev_per_a": [[0.1, 0.1, -0.5], [1.1, -1.0, -1.3], [-2.6, 1.8, 2.7], [0.5, -0.6, -0.5], [1.6, -0.1, -0.6], [0.0, -0.7, -0.5], [-0.7, 0.4, 0.7]],
  "mulliken_spin": [0.184, 0.391, 0.860, 0.020, 0.193, 0.280, 0.070]
}

---

(3)
{
  "formula": "C2H6N3O2",
  "method": "ωB97M-V with the def2-TZVPD basis set",
  "energy_ha": -394.46928,
  "homo_lumo_gap_ev": 8.162,
  "total_charge": -1,
  "elements": ["C", "C", "N", "N", "N", "O", "O", "H", "H", "H", "H", "H", "H"],
  "positions_angstrom": [[-0.28081, 1.35626, 0.15659], [0.96014, 1.03834, 0.58273], [1.94071, 0.80296, -0.31866], [-0.43819, -1.53359, -0.78575], [2.89936, 0.01233, 0.06159], [3.07520, -0.43258, 1.21501], [3.58836, -0.47732, -0.84623], [-1.05970, 1.53814, 0.93162], [-0.87025, -1.11043, -1.60933], [-0.50417, 1.63273, -0.85540], [1.25682, 0.80425, 1.65982], [0.50681, -1.84292, -1.05598], [-0.29860, -0.68712, -0.21077]],
  "forces_ev_per_a": [[-0.5, 1.0, 2.2], [0.3, -0.5, 1.4], [-0.2, 0.8, -0.8], [0.2, 0.3, 0.0], [0.3, -2.1, -0.3], [-0.4, 0.8, 0.8], [0.7, 0.5, -0.6], [0.6, -0.1, -0.7], [0.3, -0.4, -0.1], [0.1, -0.2, -0.4], [-0.9, 0.4, -1.3], [-0.6, 0.3, 0.0], [0.1, -0.8, -0.1]],
  "nbo_charge": [-0.587, -0.011, -0.468, -1.105, 0.589, -0.556, -0.520, 0.183, 0.337, 0.195, 0.199, 0.361, 0.385]
}

---

Here are the calculated ΔE to the lowest compared entry with this formula, charge and spin numbers, same order: 0.00, 0.00, 501.19 (kJ/mol).